C5H12NOS | ωB97M-V with the def2-TZVPD basis set

Last column: Mulliken charge in e.
Geometry (Å):
C -0.12 -0.74 -0.40  0.113
N -0.31 -0.96 -1.84  -0.426
C -1.09 0.25 -2.56  -0.511
O -0.54 1.40 -2.30  -0.773
C -1.04 0.07 0.25  -1.082
C 0.49 0.71 0.08  -0.236
C 1.50 0.64 1.37  -0.804
S 0.83 -0.45 2.66  -0.619
H 0.22 -1.66 0.07  0.514
H -2.56 -2.41 0.20  0.031
H 0.63 -1.24 -2.10  0.253
H -0.97 -0.07 -3.63  0.372
H -2.16 0.08 -2.25  0.242
H -1.38 -0.39 1.18  0.318
H -1.72 0.78 -0.20  0.350
H 0.01 1.65 0.37  0.259
H 1.15 0.98 -0.76  0.476
H 1.64 1.60 1.86  0.302
H 2.47 0.33 0.94  0.248
H -2.01 -2.73 0.58  -0.026

Output
LUMO energy = 0.138 Eh
Energy above the lowest of the compared OMol25 structures with the same formula, charge and spin = 6.8011 eV
Calculated total energy = -19747.4292 eV
Charge = -1
Frontier orbital gap = 0.256 Ha
E_HOMO = -3.219 eV

***

C3H7NS | ωB97M-V with the def2-TZVPD basis set

Last column: Mulliken charge in e.
Geometry (Å):
C -0.87 -0.68 0.36  -0.572
C 0.22 -0.12 -0.56  -0.083
C 1.17 0.72 0.06  -0.363
H -2.63 1.29 0.52  0.134
H -0.97 -1.77 0.23  0.285
H -0.72 -0.29 1.39  0.281
H 0.15 -0.19 -1.59  0.451
H 1.71 1.46 -0.56  0.248
H 0.92 1.19 1.06  0.200
H 2.07 -0.86 -0.75  0.222
N 1.50 -0.71 0.04  -0.528
S -2.55 -0.04 -0.20  -0.275

Output
LUMO energy = 0.030 Eh
Energy above the lowest of the compared OMol25 structures with the same formula, charge and spin = 1.8649 eV
Calculated total energy = -15547.7803 eV
Frontier orbital gap = 0.362 Ha
E_HOMO = -9.026 eV
Structure (SMILES) = SC[C@H]1CN1

***

C19H34Br3Cl3F8K2LiO8PS2 | ωB97M-V with the def2-TZVPD basis set

Last column: Mulliken charge in e.
Geometry (Å):
C 5.18 0.51 -1.10  -1.071
C 4.90 2.10 -1.44  0.445
O 5.57 3.03 -0.72  -0.511
O 3.93 2.61 -2.42  -0.268
C 4.04 1.78 -3.64  -0.081
C 3.20 2.49 -4.88  -0.653
C 1.93 1.56 -5.34  -0.384
C 0.50 1.96 -4.65  -0.652
S 0.26 1.28 -2.90  -0.262
C -0.14 -0.54 -2.90  0.256
C 1.15 -1.54 -2.81  0.033
O 1.69 -1.94 -1.62  -0.642
Cl 1.99 -2.28 -4.33  -0.241
P -1.55 2.31 -2.22  0.292
O -2.21 1.53 -0.81  -0.390
Br -3.02 1.97 -3.97  -0.244
H 5.97 0.48 -0.23  0.439
H 5.48 -0.14 -2.03  0.422
H 4.17 0.07 -0.67  0.258
H 3.47 0.77 -3.40  0.087
H 5.16 1.53 -3.93  0.347
H 3.98 2.59 -5.77  0.313
H 2.88 3.61 -4.63  0.298
H 1.80 1.67 -6.51  0.346
H 2.20 0.43 -5.15  0.053
H -0.38 1.55 -5.32  0.479
H 0.34 3.13 -4.59  0.335
H -0.76 -0.87 -3.86  0.454
H -0.83 -0.80 -1.97  -0.313
H -2.96 2.16 -0.51  0.238
C 7.31 4.56 1.58  -0.929
C 7.78 3.72 2.77  0.932
C 7.70 4.56 4.05  -1.578
O 9.04 3.40 2.58  -0.677
H 7.92 5.46 1.43  0.427
H 7.33 3.98 0.64  0.252
H 6.27 4.89 1.73  0.218
H 7.03 2.92 2.89  0.208
H 8.33 5.46 4.00  0.056
H 8.01 3.99 4.94  0.531
H 6.67 4.90 4.23  0.395
K 3.98 -1.39 0.18  0.835
C -2.83 6.11 -3.02  -0.264
Cl -3.32 6.21 -4.71  -0.141
Cl -3.55 4.70 -2.23  -0.136
H -1.74 6.03 -2.97  0.201
H -3.16 7.01 -2.50  0.332
Br 7.35 4.50 6.49  -0.619
C -1.80 -3.64 1.08  -0.889
C -2.57 -3.38 2.38  0.883
C -3.93 -4.06 2.46  -0.029
F -4.78 -3.64 1.50  -0.214
F -4.54 -3.78 3.65  -0.254
F -2.68 -2.03 2.57  -0.199
F -1.80 -3.84 3.41  -0.329
O -1.90 -2.62 0.07  -0.310
C -3.03 -2.72 -0.78  0.683
C -3.96 -1.50 -0.67  0.679
F -4.44 -1.36 0.60  -0.222
F -5.05 -1.63 -1.48  -0.267
F -3.67 -3.89 -0.56  -0.274
F -2.53 -2.79 -2.05  -0.271
H -0.74 -3.65 1.35  0.463
H -1.99 -4.64 0.67  0.350
H -3.84 -5.15 2.40  0.352
H -3.44 -0.58 -0.94  -0.179
C -9.33 -5.81 3.43  -0.997
S -7.57 -5.44 3.27  0.521
O -6.81 -6.71 3.51  -0.629
C -7.45 -4.45 4.79  -0.904
H -9.62 -6.46 2.61  0.322
H -9.52 -6.32 4.38  0.321
H -9.91 -4.88 3.39  0.350
H -7.75 -5.05 5.65  0.351
H -8.08 -3.57 4.70  0.342
H -6.41 -4.13 4.91  0.243
Li 9.69 5.59 5.00  0.957
O -5.70 -9.19 2.58  -0.934
H -6.11 -8.53 3.11  0.327
K -2.01 0.06 2.77  0.819
Br 5.19 5.79 2.53  -0.487

Output
LUMO energy = -0.123 Eh
Calculated total energy = -369861.0157 eV
Frontier orbital gap = 0.028 Ha
E_HOMO = -4.099 eV

***

C6H16N2 | ωB97M-V with the def2-TZVPD basis set

Last column: Mulliken charge in e.
Geometry (Å):
C 2.22 -0.36 0.54  0.514
C 2.65 -0.23 -0.91  -1.417
C 1.82 0.98 1.14  -1.246
N 1.05 -1.32 0.65  -0.569
H 3.07 -0.76 1.12  0.239
H 1.30 -2.23 0.29  0.213
H 0.79 -1.43 1.62  0.218
H 1.81 0.13 -1.50  0.337
H 2.94 -1.20 -1.31  0.333
H 3.48 0.46 -1.01  0.398
H 1.57 0.88 2.19  0.353
H 0.96 1.39 0.61  0.222
H 2.64 1.69 1.06  0.386
C -3.30 1.29 -0.47  -1.161
N -1.08 -0.67 -1.13  -0.585
C -1.94 -0.80 -0.04  -0.278
C -2.94 0.05 0.28  -0.007
H -0.12 -0.90 -0.91  0.243
H -1.17 0.21 -1.62  0.284
H -1.94 -1.80 0.40  0.305
H -3.65 -0.26 1.03  0.333
H -3.81 2.00 0.17  0.331
H -3.95 1.09 -1.32  0.247
H -2.41 1.79 -0.87  0.305

Output
LUMO energy = 0.036 Eh
Energy above the lowest of the compared OMol25 structures with the same formula, charge and spin = 0.8938 eV
Calculated total energy = -9461.1806 eV
Frontier orbital gap = 0.315 Ha
E_HOMO = -7.601 eV
Structure (SMILES) = C/C=C\N.CC(C)N

***

- What is the formula in the first record?
  C5H12NOS

***

- Which formula does entry 3 have?
  C19H34Br3Cl3F8K2LiO8PS2

***

- What is the E_HOMO in the third record?
  -4.099 eV